1.
The following is a quantum chemistry calculation of a structure of composition C4H6N2S in a non-equilibrium geometry, from the OMol25 dataset.

Each line ends with the Löwdin charge.
Cartesian coordinates (Å):
C1 0.38674 1.87067 -0.05850  -0.170
C2 1.48912 1.19852 0.27175  -0.317
C3 -0.83176 -0.02003 0.26890  -0.314
C4 -1.86156 -1.04385 0.11561  -0.096
N1 -0.80038 1.13700 -0.20572  0.026
N2 2.02997 -1.10133 -0.72792  -0.372
S1 1.40140 -0.53984 0.62214  0.915
H1 0.21132 2.84950 -0.31011  0.081
H2 2.39704 1.68026 0.44159  0.050
H3 -1.37775 -1.59463 -0.84860  0.143
H4 -2.96120 -0.68376 0.05299  0.111
H5 -1.91013 -1.72936 0.95921  0.056
H6 1.82718 -2.02314 -0.58135  -0.112

Summary:
HOMO level (spin up / spin down) = -7.621 / -7.624 eV
DFT total energy = -18056.10356 eV
largest force on an atom = 3.9 eV/Å
energy relative to the best compared isomer or geometry (same formula, charge and spin) = 469.86 kJ/mol



2.
The following is a quantum chemistry calculation of a cluster of 2 separate species, C4H6N2S in total in a non-equilibrium geometry, from the OMol25 dataset.

Each line ends with the Löwdin charge.
Cartesian coordinates (Å):
C1 1.33781 0.17934 -0.50323  -0.913
C2 -0.71980 0.87655 -0.13354  -0.333
C3 -0.86517 -0.23410 1.06461  -0.026
C4 -0.78284 -0.62142 -0.42560  -0.314
H1 0.82325 1.74406 0.67930  0.270
H2 -1.59715 1.33281 -0.63129  0.139
H3 0.23032 -0.36208 1.68600  0.163
H4 -2.03010 -0.51411 1.47111  0.158
H5 -1.48035 -0.97296 -1.13571  0.125
H6 1.13792 -1.83391 -0.89041  0.170
N1 0.52164 1.35408 -0.61546  0.033
N2 0.55718 -0.94500 -0.75201  -0.009
S1 2.86729 -0.00327 0.18621  0.538

Summary:
HOMO level = -8.374 eV
DFT total energy = -18055.67238 eV
largest force on an atom = 7.8 eV/Å
energy relative to the best compared isomer or geometry (same formula, charge and spin) = 511.46 kJ/mol



3.
The following is a quantum chemistry calculation of the molecule C4H6N2S in a non-equilibrium geometry, from the OMol25 dataset.

Each line ends with the Löwdin charge.
Cartesian coordinates (Å):
C1 0.44768 1.23918 -0.94550  -0.100
C2 -0.59532 0.32471 -1.54930  -0.299
C3 -0.80652 0.82809 0.89477  -0.604
C4 0.84385 -1.50829 0.85616  -0.314
N1 0.14426 1.48462 0.25484  -0.024
N2 -1.52687 0.00620 -0.79800  0.072
S1 -0.42044 -0.53506 1.87200  0.840
H1 1.35923 1.69255 -1.30856  0.108
H2 -0.59534 0.18662 -2.69630  0.118
H3 -1.87194 1.18985 1.22738  0.132
H4 0.27722 -1.82162 -0.02898  0.026
H5 0.96981 -2.24546 1.55189  -0.032
H6 1.77437 -0.84140 0.66958  0.077

Summary:
HOMO level = -8.374 eV
DFT total energy = -18057.25963 eV
largest force on an atom = 5.5 eV/Å
energy relative to the best compared isomer or geometry (same formula, charge and spin) = 358.31 kJ/mol



4.
The following is a quantum chemistry calculation of the molecule C4H6N2S in a non-equilibrium geometry, from the OMol25 dataset.

Each line ends with the Löwdin charge.
Cartesian coordinates (Å):
C1 2.07168 -0.51447 0.00426  -0.027
C2 0.78228 0.19391 -0.03868  -0.442
N1 0.55764 1.45526 -0.00562  0.105
C3 -0.82229 1.60033 -0.01989  -0.156
C4 -1.40306 0.37586 0.01295  -0.718
S1 -3.06450 -0.06565 -0.01484  0.811
N2 -0.38632 -0.53364 -0.08301  0.084
H1 2.13843 -1.17937 0.89108  0.087
H2 2.82096 0.26748 0.07204  0.080
H3 2.22603 -1.21640 -0.81945  0.078
H4 -1.31601 2.53890 -0.05961  0.092
H5 -3.07551 -1.38973 0.17763  -0.145
H6 -0.52932 -1.53250 -0.11687  0.150

Summary:
HOMO level = -8.016 eV
DFT total energy = -18060.53903 eV
SMILES string = Cc1ncc(S)[nH]1
largest force on an atom = 1.9 eV/Å
energy relative to the best compared isomer or geometry (same formula, charge and spin) = 41.90 kJ/mol



5.
The following is a quantum chemistry calculation of the molecule C4H6N2S in a non-equilibrium geometry, from the OMol25 dataset.

Each line ends with the Löwdin charge.
Cartesian coordinates (Å):
H1 -1.37051 -0.74471 3.33864  0.062
N1 -0.72541 -0.34019 2.66486  0.125
C1 -0.83233 -0.74823 1.48779  -0.297
C2 0.08439 -0.18711 0.44331  -0.576
C3 0.87847 -1.22390 -0.15743  -0.292
N2 1.49135 -2.03302 -0.68312  0.175
S1 -0.94973 0.57299 -0.89724  0.847
C4 0.38179 1.29377 -1.89518  -0.391
H2 -1.54634 -1.49043 1.11209  0.124
H3 0.72087 0.58930 0.87868  0.120
H4 -0.10020 1.75515 -2.75090  0.032
H5 1.05772 0.51007 -2.22600  0.031
H6 0.90992 2.04631 -1.31550  0.039

Summary:
HOMO level = -9.422 eV
DFT total energy = -18059.62574 eV
SMILES string = [H]/N=C/[C@@H](C#N)SC
largest force on an atom = 1.1 eV/Å
energy relative to the best compared isomer or geometry (same formula, charge and spin) = 130.02 kJ/mol



6.
The following is a quantum chemistry calculation of the molecule C4H6N2Si in a non-equilibrium geometry, from the OMol25 dataset.

Each line ends with the Löwdin charge.
Cartesian coordinates (Å):
C1 -1.30471 0.59350 1.00963  -0.172
Si1 0.06269 -0.28173 0.09522  0.400
C2 1.07784 0.89218 -0.93097  -0.158
C3 1.07402 -1.32277 1.13101  -0.255
N1 1.72006 -2.03705 1.77621  0.115
C4 -0.70509 -1.35280 -1.10988  -0.265
N2 -1.17525 -2.06780 -1.90196  0.111
H1 -0.90652 0.99955 1.96100  0.051
H2 -2.12200 -0.09979 1.11725  0.027
H3 -1.60632 1.39281 0.29042  0.054
H4 0.93259 0.67243 -1.95181  0.019
H5 2.09510 0.66663 -0.64014  0.033
H6 0.85759 1.94484 -0.84600  0.039

Summary:
HOMO level = -11.567 eV
DFT total energy = -15103.24084 eV
SMILES string = C[Si](C)(C#N)C#N
largest force on an atom = 3.7 eV/Å
energy relative to the best compared isomer or geometry (same formula, charge and spin) = 0.00 kJ/mol



7.
The following is a quantum chemistry calculation of a cluster of 2 separate species, C4H6N3 in total in a non-equilibrium geometry, from the OMol25 dataset.

Each line ends with the Löwdin charge.
Cartesian coordinates (Å):
C1 3.00937 -0.06605 -0.78676  0.036
C2 -1.33632 -0.04109 -0.77250  0.006
C3 -0.45792 -0.18483 1.22061  -0.212
C4 -0.57637 1.22228 0.84981  0.025
N1 2.24176 -0.38599 -0.00175  0.091
N2 -0.99059 -0.93325 0.13885  0.143
N3 -1.07683 1.19672 -0.36085  0.094
H1 -1.62844 -0.43369 -1.69194  0.153
H2 0.76413 -0.17385 1.31158  0.149
H3 -0.93021 -0.49952 2.22318  0.179
H4 3.55038 0.17937 -1.58612  0.033
H5 -1.11888 -1.89119 0.20923  0.154
H6 -1.45007 2.01108 -0.75335  0.148

Summary:
HOMO level = -13.675 eV
DFT total energy = -8704.96896 eV
largest force on an atom = 3.7 eV/Å
energy relative to the best compared isomer or geometry (same formula, charge and spin) = 341.08 kJ/mol
net charge = +1



8.
The following is a quantum chemistry calculation of the ion C4H6N3 with charge +1 in a non-equilibrium geometry, from the OMol25 dataset.

Each line ends with the Löwdin charge.
Cartesian coordinates (Å):
C1 3.48063 0.60758 -0.06157  0.107
C2 2.21804 0.23453 0.01600  -0.048
N1 1.07175 -0.11439 0.21330  0.193
C3 0.01996 -0.81338 -0.01778  -0.068
N2 -1.25817 -0.52442 -0.15968  -0.002
N3 -1.83363 0.63000 0.06556  0.005
C4 -3.09377 0.67971 0.04974  0.072
H1 3.89676 1.62432 -0.09477  0.097
H2 4.27550 -0.20275 -0.09207  0.118
H3 0.21601 -1.85687 0.13893  0.165
H4 -1.67075 -1.48487 -0.08185  0.190
H5 -3.61651 -0.27673 -0.15373  0.103
H6 -3.70582 1.49727 0.17793  0.068

Summary:
HOMO level = -13.756 eV
DFT total energy = -8704.74224 eV
SMILES string = C=C=[N+]=CNN=C
largest force on an atom = 4.3 eV/Å
energy relative to the best compared isomer or geometry (same formula, charge and spin) = 362.96 kJ/mol
net charge = +1



What is the largest force on an atom in the third record?
5.5 eV/Å